{
  "formula": "C2H8BN",
  "method": "ωB97M-V/def2-TZVPD",
  "e_lumo_ev": [-0.063, 0.101],
  "e_above_lowest_kcal_mol": 126.7,
  "largest_force_ev_per_a": 2.594,
  "homo_energy_ha": [-0.260, -0.350],
  "charge": 0,
  "spin_multiplicity": 1,
  "orbital_gap_ev": [7.01, 9.63],
  "mol_weight_g_mol": 56.9,
  "species": ["B", "C", "C", "N", "H", "H", "H", "H", "H", "H", "H", "H"],
  "coordinates": [[0.024, -0.249, -0.409], [1.357, 0.182, -1.046], [-1.371, 0.332, -0.745], [0.374, -1.030, 2.436], [1.513, 0.163, -2.092], [2.236, 0.040, -0.405], [1.171, 1.284, -0.933], [-2.222, -0.367, -0.545], [-1.322, 0.768, -1.702], [-1.273, 1.166, 0.010], [-0.220, -1.925, 2.606], [-0.265, -0.364, 2.824]],
  "mulliken_charge": [-0.03, -0.91, -0.77, -0.53, 0.40, 0.30, 0.31, 0.25, 0.32, 0.29, 0.19, 0.18]
}



{
  "formula": "C2H8BO4V",
  "method": "ωB97M-V/def2-TZVPD",
  "e_lumo_ev": 6.345,
  "largest_force_ev_per_a": 3.370,
  "homo_energy_ha": -0.020,
  "charge": -2,
  "spin_multiplicity": 1,
  "orbital_gap_ev": 6.90,
  "mol_weight_g_mol": 157.8,
  "species": ["O", "V", "O", "O", "C", "C", "O", "H", "H", "H", "H", "B", "H", "H", "H", "H"],
  "coordinates": [[-27.046, 28.266, 3.205], [-27.624, 28.433, 4.652], [-28.838, 27.427, 4.770], [-25.726, 27.898, 5.667], [-25.629, 28.704, 6.777], [-26.955, 29.098, 7.386], [-27.783, 29.708, 6.471], [-25.097, 29.649, 6.518], [-25.028, 28.252, 7.606], [-26.709, 29.823, 8.198], [-27.426, 28.174, 7.791], [-29.037, 30.407, 3.779], [-29.020, 30.035, 2.634], [-29.639, 31.452, 3.871], [-29.660, 29.697, 4.525], [-27.920, 30.498, 4.210]],
  "mulliken_charge": [-0.68, 0.94, -0.73, -0.77, -0.21, -0.48, -0.67, 0.19, 0.29, 0.28, 0.21, 0.34, -0.27, -0.25, -0.15, -0.04]
}



{
  "formula": "C2H8Cl2N5O12V",
  "method": "ωB97M-V/def2-TZVPD",
  "e_lumo_ev": [-6.159, -8.161],
  "s2": 3.81,
  "largest_force_ev_per_a": 8.339,
  "homo_energy_ha": [-0.466, -0.454],
  "charge": 1,
  "spin_multiplicity": 4,
  "orbital_gap_ev": [6.52, 4.18],
  "mol_weight_g_mol": 416.0,
  "species": ["N", "H", "H", "H", "H", "V", "N", "O", "O", "O", "N", "O", "O", "O", "N", "O", "O", "O", "N", "O", "O", "O", "Cl", "C", "C", "Cl", "H", "H", "H", "H"],
  "coordinates": [[1.765, -1.662, 2.633], [1.075, -1.586, 1.899], [1.829, -0.729, 3.014], [2.655, -1.954, 2.256], [1.508, -2.315, 3.360], [-0.463, 1.857, -1.870], [0.592, 2.714, -4.240], [0.659, 1.600, -3.739], [1.104, 3.098, -5.233], [-0.198, 3.326, -3.501], [0.068, -0.254, -0.278], [0.362, -0.253, -1.438], [0.237, -1.181, 0.524], [-0.558, 0.736, -0.081], [-1.162, 4.594, -0.207], [-1.854, 5.559, -0.501], [-1.350, 3.428, -0.671], [-0.308, 4.692, 0.599], [2.480, 3.252, -0.805], [3.283, 3.364, -1.700], [2.551, 3.956, 0.222], [1.432, 2.713, -1.033], [-2.771, -3.722, 3.203], [-2.343, -4.818, 1.927], [-1.652, -3.957, 0.827], [-1.211, -5.027, -0.683], [-3.257, -5.277, 1.549], [-1.636, -5.590, 2.228], [-0.699, -3.551, 1.167], [-2.137, -3.014, 0.574]],
  "mulliken_charge": [-0.37, 0.28, 0.40, 0.39, 0.40, 1.03, 1.62, -0.67, -0.52, -0.60, 1.84, -0.76, -0.89, -0.62, 0.96, -0.52, -0.54, -0.53, 0.94, -0.39, -0.20, -0.27, -0.17, -0.31, -0.29, -0.20, 0.32, 0.30, -0.02, 0.38]
}



Which formula does entry 3 have? C2H8Cl2N5O12V